No. 1
Molecular formula: C2H2OS
Method: DFT, wB97M-V/def2-TZVPD

Cartesian coordinates (Å):
S  -3.264  0.297  0.004
C  -1.798  -0.311  -0.009
C  -0.337  -0.139  0.016
O  -1.113  -1.390  -0.015
H  0.239  -0.036  -0.982
H  0.249  0.223  0.950

Results
M = 74.10 g/mol
E_HOMO = -9.1 eV
SMILES = S=C1CO1
LUMO energy = 0.5 eV
frontier orbital gap = 0.3522 Ha
energy = -550.75480 hartree

No. 2
Molecular formula: C2H2OS
Method: DFT, wB97M-V/def2-TZVPD

Cartesian coordinates (Å):
S  0.407  0.296  -3.287
C  0.247  0.571  -1.672
C  0.237  0.189  -0.210
O  0.273  1.537  -0.813
H  -0.656  0.077  0.430
H  1.052  -0.077  0.351

Results
M = 74.10 g/mol
E_HOMO (alpha / beta) = -9.2 / -9.2 eV
SMILES = S=C1CO1
LUMO energy (alpha / beta) = 0.3 / 0.3 eV
frontier orbital gap (alpha / beta) = 0.3473 / 0.3473 Ha
energy = -550.75353 hartree

No. 3
Molecular formula: C2H2S2
Method: DFT, wB97M-V/def2-TZVPD

Cartesian coordinates (Å):
C  0.748  -0.391  -0.196
C  -0.627  0.017  -0.004
S  2.262  -0.595  0.000
S  -0.406  1.841  -0.094
H  -1.434  -0.364  -0.637
H  -0.542  -0.508  0.931

Results
M = 90.17 g/mol
E_HOMO (alpha / beta) = -8.0 / -8.0 eV
LUMO energy (alpha / beta) = -1.3 / -1.3 eV
frontier orbital gap (alpha / beta) = 0.2465 / 0.2463 Ha
energy = -873.65915 hartree

No. 4
Molecular formula: C2H2S2
Method: DFT, wB97M-V/def2-TZVPD

Cartesian coordinates (Å):
S  1.254  -1.615  0.049
C  -0.100  -0.618  0.051
C  -0.205  0.773  0.106
S  1.226  1.522  0.037
H  -1.055  -1.246  -0.206
H  -1.119  1.183  -0.037

Results
M = 90.17 g/mol
E_HOMO = -8.7 eV
SMILES = S=CC=S
LUMO energy = -2.3 eV
frontier orbital gap = 0.2345 Ha
energy = -873.69072 hartree

No. 5
Molecular formula: C2H31NO14
Method: DFT, wB97M-V/def2-TZVPD

Cartesian coordinates (Å):
O  1.842  0.636  -2.979
C  1.855  0.180  -1.880
C  0.764  -0.626  -1.174
N  1.353  -1.354  -0.046
H  2.716  0.443  -1.223
H  -0.141  -0.121  -0.856
H  0.571  -1.360  -1.966
H  0.719  -1.355  0.735
H  1.540  -2.309  -0.292
H  -5.375  1.867  -0.270
H  -4.451  0.967  -1.090
O  -4.671  1.147  -0.151
H  -0.517  1.760  -3.811
H  -0.641  1.961  -2.346
O  -0.897  1.342  -3.022
H  -3.202  3.405  1.361
H  -3.346  2.108  0.444
O  -2.717  2.676  0.927
H  1.077  -0.563  -4.022
H  -0.263  -0.291  -4.600
O  0.519  -0.877  -4.746
H  -3.002  -0.638  2.618
H  -1.636  -0.501  3.332
O  -2.374  -1.115  3.137
H  2.149  1.689  2.339
H  3.268  0.935  3.312
O  2.777  0.972  2.427
H  0.950  -1.034  4.838
H  1.558  -1.198  3.395
O  1.722  -0.816  4.240
H  3.447  -2.580  -0.360
H  3.165  -2.459  -1.902
O  3.483  -3.121  -1.199
H  -0.173  2.947  -0.472
H  1.438  2.934  -0.879
O  0.516  2.873  -1.175
H  -0.401  0.680  1.856
H  -1.606  1.858  2.148
O  -1.007  1.155  2.503
H  -0.719  -3.844  1.474
H  -1.331  -2.511  1.943
O  -0.719  -2.877  1.240
H  4.234  -0.234  1.573
H  3.492  -0.843  0.503
O  4.369  -0.930  0.898
H  -2.961  0.330  -2.461
H  -3.618  -1.058  -1.904
O  -3.763  -0.249  -2.416

Results
M = 293.26 g/mol
E_HOMO = -9.8 eV
LUMO energy = -0.4 eV
frontier orbital gap = 0.3454 Ha
energy = -1202.85776 hartree

No. 6
Molecular formula: C2H31O14
Method: DFT, wB97M-V/def2-TZVPD

Cartesian coordinates (Å):
C  28.957  14.010  -8.683
C  28.627  12.856  -9.561
O  28.071  11.797  -8.853
H  29.571  13.659  -7.805
H  28.054  14.492  -8.203
H  29.540  14.774  -9.187
H  29.709  12.537  -9.851
H  28.174  13.137  -10.519
O  26.965  10.343  -10.725
H  27.463  10.951  -10.101
H  26.164  10.783  -10.981
O  25.503  11.930  -8.058
H  25.788  12.278  -7.252
H  26.372  11.735  -8.447
O  28.380  8.600  -9.213
H  28.586  7.941  -9.914
H  27.821  9.172  -9.760
O  26.404  14.449  -12.782
H  26.089  14.017  -12.031
H  27.145  13.880  -12.969
O  28.741  13.181  -13.152
H  29.143  13.321  -12.352
H  28.533  12.240  -13.194
O  27.821  9.692  -6.860
H  28.203  10.523  -7.064
H  28.062  9.265  -7.686
O  30.361  11.091  -7.353
H  29.799  11.564  -7.964
H  30.472  11.615  -6.541
O  27.333  16.727  -7.019
H  26.696  16.031  -6.825
H  26.789  17.253  -7.615
O  27.592  12.489  -6.154
H  28.101  13.276  -5.764
H  27.801  12.497  -7.144
O  30.263  10.000  -10.128
H  29.980  10.851  -9.876
H  29.567  9.398  -9.651
O  29.081  14.897  -5.463
H  28.807  15.433  -6.206
H  29.302  15.541  -4.769
O  25.816  14.291  -9.688
H  26.794  14.382  -9.688
H  25.592  13.416  -9.551
O  25.673  14.594  -6.939
H  25.712  14.634  -7.915
H  24.784  14.279  -6.763

Results
M = 279.26 g/mol
E_HOMO = -6.2 eV
LUMO energy = 2.6 eV
frontier orbital gap = 0.3244 Ha
charge = -1
energy = -1148.19250 hartree

No. 7
Molecular formula: C2H32N3O12
Method: DFT, wB97M-V/def2-TZVPD

Cartesian coordinates (Å):
C  -1.561  -2.279  1.723
N  -0.484  -1.770  0.715
C  0.097  -0.516  0.893
N  1.248  -0.246  0.217
N  -0.555  0.547  1.467
H  -2.259  -2.890  1.228
H  -2.171  -1.513  2.117
H  -1.101  -2.748  2.568
H  -0.170  -2.385  -0.099
H  1.674  -0.895  -0.470
H  1.484  0.680  0.019
H  -0.158  1.368  1.820
H  -1.629  0.456  1.637
H  2.631  0.181  -4.310
H  2.124  -0.243  -3.052
O  1.822  0.000  -3.905
H  -0.454  2.178  4.278
H  0.122  3.212  3.596
O  0.410  2.467  4.016
H  3.734  0.352  -1.007
H  2.984  -1.046  -1.317
O  3.262  -0.226  -1.690
H  1.317  2.177  -2.228
H  0.290  1.280  -3.128
O  0.455  1.781  -2.285
H  -2.891  0.048  -0.334
H  -4.374  0.212  -0.396
O  -3.658  0.245  0.164
H  0.448  -4.637  1.556
H  -0.555  -5.034  0.580
O  -0.478  -4.407  1.273
H  3.203  2.087  0.641
H  1.686  2.581  0.333
O  2.451  2.109  0.074
H  0.391  -3.070  -4.075
H  1.101  -1.689  -3.887
O  0.791  -2.532  -3.396
H  -3.063  2.058  -0.137
H  -3.114  3.601  0.187
O  -2.571  2.937  -0.116
H  0.852  4.619  0.532
H  0.381  3.310  0.002
O  0.605  3.727  0.881
H  1.264  -2.622  -1.835
H  2.506  -3.368  -1.304
O  1.801  -2.787  -0.976
H  -3.561  1.606  2.349
H  -3.390  0.133  2.441
O  -2.939  0.948  2.638

Results
M = 290.29 g/mol
E_HOMO = -12.8 eV
LUMO energy = -2.4 eV
frontier orbital gap = 0.3812 Ha
charge = +1
energy = -1162.28593 hartree

No. 8
Molecular formula: C2H37NO18
Method: DFT, wB97M-V/def2-TZVPD

Cartesian coordinates (Å):
O  0.596  -2.237  -0.193
C  1.790  -2.123  0.049
O  2.755  -2.983  -0.329
C  2.387  -0.886  0.558
N  1.562  0.262  0.220
H  2.550  -3.929  -0.354
H  2.688  -1.112  1.634
H  3.326  -0.726  0.063
H  1.942  1.075  0.687
H  0.610  -0.067  0.184
H  2.638  1.353  -0.839
H  3.523  2.379  -1.388
O  3.121  2.166  -0.530
H  2.705  0.881  -3.884
H  2.179  2.101  -3.378
O  3.045  1.625  -3.359
H  -1.460  -0.468  1.189
H  -1.171  0.579  2.313
O  -0.995  -0.317  2.018
H  -1.406  1.553  -0.458
H  -2.385  0.439  -0.966
O  -1.446  0.660  -0.892
H  -2.111  -3.819  -0.698
H  -1.675  -3.622  -2.178
O  -1.876  -3.158  -1.357
H  -1.936  -2.874  1.624
H  -2.381  -1.911  0.623
O  -2.750  -2.424  1.349
H  -2.693  1.812  1.309
H  -2.704  3.133  0.631
O  -2.070  2.447  0.876
H  -0.595  1.576  -3.483
H  -0.463  1.064  -2.063
O  0.047  1.546  -2.766
H  2.649  3.653  1.427
H  3.526  2.545  1.689
O  2.587  2.750  1.781
H  -0.063  -3.328  0.925
H  -0.675  -4.828  0.575
O  -0.496  -4.152  1.226
H  -3.646  0.812  -2.549
H  -2.981  -0.430  -2.768
O  -3.797  -0.125  -2.342
H  -0.036  4.130  -0.107
H  -0.222  3.650  -1.517
O  -0.084  4.461  -1.010
H  -3.843  -0.538  2.517
H  -4.181  -0.718  1.092
O  -4.002  -0.004  1.712
H  0.909  -0.890  4.147
H  -0.414  -1.409  3.912
O  0.145  -1.193  4.670
H  1.063  -0.902  -3.139
H  0.581  -1.082  -4.523
O  1.407  -0.936  -4.046
H  1.592  1.825  2.747
H  1.428  1.627  4.071
O  1.204  1.085  3.295

Results
M = 363.31 g/mol
E_HOMO = -9.2 eV
LUMO energy = -0.4 eV
frontier orbital gap = 0.3231 Ha
energy = -1507.43196 hartree